[1]
{
  "formula": "C5H10O3",
  "method": "ωB97M-V/def2-TZVPD",
  "elements": ["O", "C", "C", "C", "C", "C", "O", "H", "H", "H", "H", "H", "H", "H", "H", "O", "H", "H"],
  "coordinates": [[2.051, -2.405, 1.258], [1.151, -1.610, 1.141], [1.231, -0.530, 0.059], [0.027, -0.451, -0.923], [-1.243, 0.248, -0.419], [-2.137, -0.776, 0.241], [-2.043, -1.060, 1.406], [0.287, -1.639, 1.818], [1.167, 0.418, 0.597], [2.095, -0.759, -0.553], [0.411, 0.127, -1.762], [-0.201, -1.476, -1.234], [-1.113, 0.981, 0.383], [-1.688, 0.821, -1.228], [-2.871, -1.285, -0.411], [0.993, 2.754, 0.027], [0.238, 3.366, 0.046], [1.647, 3.275, -0.447]],
  "lowdin_charge": [0.04, -0.25, -0.14, -0.19, -0.17, -0.27, 0.05, 0.11, 0.09, 0.11, 0.10, 0.12, 0.11, 0.11, 0.12, -0.05, 0.05, 0.04],
  "total_charge": 0,
  "orbital_gap_ev": 9.7,
  "e_homo_ev": -9.348,
  "smiles": "O=CCCCC=O.O"
}


[2]
{
  "formula": "C3H6N3P",
  "method": "ωB97M-V/def2-TZVPD",
  "elements": ["C", "C", "C", "N", "N", "N", "P", "H", "H", "H", "H", "H", "H"],
  "coordinates": [[-1.172, 1.093, -0.987], [-0.106, 1.528, -0.327], [-1.565, -0.389, -0.910], [-1.089, -1.289, -0.229], [0.531, -0.495, 1.590], [1.276, -1.594, 1.439], [1.041, 0.943, 0.963], [-1.472, 1.732, -1.721], [0.149, 2.585, -0.600], [-2.380, -0.582, -1.658], [1.748, -1.839, 0.504], [1.067, -2.313, 2.139], [1.971, 0.619, -0.202]],
  "lowdin_charge": [-0.16, -0.40, -0.30, 0.15, -0.40, -0.10, 0.79, 0.05, 0.07, 0.11, 0.12, 0.09, -0.03],
  "total_charge": 0,
  "orbital_gap_ev": [9.0, 7.4],
  "e_homo_ev": [-8.991, -7.584]
}


[3]
{
  "formula": "C5H9NO3",
  "method": "ωB97M-V/def2-TZVPD",
  "elements": ["H", "N", "C", "O", "C", "O", "C", "C", "C", "O", "H", "H", "H", "H", "H", "H", "H", "H"],
  "coordinates": [[0.109, 3.132, 1.827], [-0.598, 2.525, 1.313], [-0.044, 1.394, 1.199], [1.253, 1.293, 1.716], [-0.504, 0.243, 0.362], [-0.951, -0.833, 1.131], [-1.098, 0.489, -0.994], [0.282, -0.089, -0.888], [0.526, -1.540, -1.219], [1.638, -2.073, -0.527], [1.575, 0.410, 1.471], [-1.905, -0.785, 1.248], [-1.209, 1.526, -1.309], [-1.904, -0.187, -1.285], [1.114, 0.588, -1.093], [0.748, -1.632, -2.291], [-0.381, -2.132, -1.017], [1.349, -2.329, 0.356]],
  "lowdin_charge": [0.10, 0.16, -0.39, 0.04, -0.44, 0.04, -0.01, -0.18, -0.23, -0.05, 0.10, 0.12, 0.12, 0.12, 0.16, 0.13, 0.13, 0.09],
  "total_charge": 0,
  "orbital_gap_ev": 11.0,
  "e_homo_ev": -10.421,
  "smiles": "[H]/N=C(\\O)[C@@]1(O)C[C@@H]1CO"
}


[4]
{
  "formula": "C3H7NO3",
  "method": "ωB97M-V/def2-TZVPD",
  "elements": ["N", "C", "C", "O", "C", "O", "O", "H", "H", "H", "H", "H", "H", "H"],
  "coordinates": [[0.810, -0.915, 0.642], [-0.400, -0.164, 0.316], [0.086, 1.181, -0.262], [0.940, 1.826, 0.707], [-1.259, -0.969, -0.664], [-2.379, -0.684, -0.983], [-0.655, -2.024, -1.171], [0.699, -1.375, 1.550], [1.601, -0.256, 0.723], [-1.015, 0.024, 1.253], [0.554, 1.104, -1.233], [-0.726, 1.903, -0.378], [1.514, 2.451, 0.224], [0.230, -2.100, -0.725]],
  "lowdin_charge": [0.03, -0.27, -0.19, -0.09, -0.53, 0.11, 0.11, 0.10, 0.09, 0.17, 0.13, 0.13, 0.10, 0.10],
  "total_charge": 0,
  "orbital_gap_ev": 10.5,
  "e_homo_ev": -9.978,
  "smiles": "N[C@@H](CO)C(=O)O"
}


[5]
{
  "formula": "C4H11NO",
  "method": "ωB97M-V/def2-TZVPD",
  "elements": ["C", "C", "C", "C", "N", "H", "H", "H", "H", "H", "H", "H", "H", "H", "H", "H", "O"],
  "coordinates": [[-1.035, 1.486, 0.326], [-0.159, 0.309, 0.612], [1.033, 0.403, 1.329], [0.178, -2.119, 0.123], [-0.553, -0.869, 0.102], [-1.860, 1.452, 1.036], [-1.464, 1.428, -0.670], [-0.471, 2.402, 0.457], [1.080, 1.200, 2.052], [1.870, -0.278, 1.298], [-0.330, -2.854, 0.744], [1.202, -2.004, 0.469], [0.221, -2.521, -0.879], [-1.556, -0.986, 0.181], [0.558, 0.589, -1.728], [0.946, 1.549, -2.815], [0.338, 0.813, -2.637]],
  "lowdin_spin": [0.01, 0.10, 0.52, 0.02, 0.27, 0.00, 0.00, 0.00, 0.03, 0.03, 0.01, 0.00, 0.01, 0.00, 0.00, 0.00, 0.00],
  "total_charge": 1,
  "orbital_gap_ev": [11.0, 7.9],
  "spin_multiplicity": 2,
  "e_homo_ev": [-15.073, -15.161],
  "s2": 0.77
}


[6]
{
  "formula": "C22H46MnN3OP2Se",
  "method": "ωB97M-V/def2-TZVPD",
  "elements": ["Mn", "P", "P", "N", "C", "H", "H", "C", "H", "H", "C", "H", "H", "C", "H", "H", "C", "C", "H", "H", "H", "C", "C", "H", "H", "H", "C", "C", "H", "H", "H", "C", "C", "H", "H", "H", "C", "C", "H", "H", "H", "C", "H", "H", "H", "C", "H", "H", "H", "C", "H", "H", "H", "H", "H", "H", "H", "O", "H", "H", "C", "N", "C", "C", "N", "C", "C", "Se", "H", "H", "H", "H", "H", "H", "H", "H"],
  "coordinates": [[-0.392, 0.085, -0.754], [-0.007, -2.089, -1.283], [-0.024, 2.366, -0.958], [1.900, 0.208, -1.962], [1.673, -2.198, -2.056], [2.148, -3.159, -1.821], [1.518, -2.160, -3.147], [2.594, -1.059, -1.634], [2.820, -1.087, -0.557], [3.545, -1.108, -2.191], [2.584, 1.417, -1.459], [3.535, 1.552, -2.000], [2.804, 1.301, -0.386], [1.652, 2.592, -1.729], [1.490, 2.687, -2.815], [2.120, 3.521, -1.378], [0.188, 3.306, 0.650], [-0.949, 3.070, 1.639], [-0.793, 3.700, 2.527], [-0.974, 2.027, 1.974], [-1.932, 3.311, 1.217], [-1.212, 3.312, -2.028], [-2.533, 3.639, -1.326], [-3.259, 3.966, -2.085], [-2.433, 4.458, -0.601], [-2.962, 2.769, -0.814], [-1.189, -2.898, -2.456], [-2.531, -3.257, -1.810], [-3.259, -3.462, -2.608], [-2.940, -2.439, -1.204], [-2.471, -4.159, -1.187], [0.163, -3.198, 0.212], [-1.039, -3.093, 1.148], [-0.743, -3.433, 2.151], [-1.880, -3.717, 0.816], [-1.399, -2.061, 1.252], [-2.195, 0.145, -0.367], [-0.618, 4.549, -2.708], [-0.395, 5.350, -1.993], [0.292, 4.320, -3.272], [-1.357, 4.939, -3.421], [-0.594, -4.079, -3.230], [-1.321, -4.394, -3.991], [0.331, -3.809, -3.751], [-0.394, -4.943, -2.586], [0.514, -4.653, -0.107], [0.838, -5.146, 0.822], [-0.354, -5.216, -0.481], [1.340, -4.754, -0.824], [0.469, 4.801, 0.478], [-0.429, 5.357, 0.176], [0.783, 5.206, 1.452], [1.278, 5.015, -0.231], [1.089, 2.827, 1.075], [1.027, -2.741, 0.733], [-1.432, 2.568, -2.814], [-1.375, -2.085, -3.180], [-2.800, 0.715, 0.537], [1.996, 0.281, -2.968], [-2.640, -0.442, -1.222], [3.091, -0.624, 3.409], [1.706, -0.631, 3.833], [1.263, -0.857, 5.123], [-0.088, -0.761, 5.099], [-0.459, -0.476, 3.796], [-1.842, -0.281, 3.410], [0.656, -0.396, 2.996], [0.934, -0.013, 1.177], [3.706, -0.811, 4.295], [3.360, 0.344, 2.972], [3.280, -1.408, 2.666], [1.953, -1.058, 5.923], [-0.816, -0.862, 5.882], [-2.436, -1.160, 3.701], [-2.254, 0.599, 3.925], [-1.915, -0.126, 2.329]],
  "lowdin_spin": [4.18, 0.08, 0.07, 0.08, 0.02, 0.00, 0.00, 0.00, 0.00, 0.00, 0.00, 0.00, 0.00, 0.02, 0.00, 0.00, 0.01, 0.00, 0.00, 0.00, 0.00, 0.01, 0.00, 0.00, 0.00, 0.00, 0.01, 0.00, 0.00, 0.00, 0.00, 0.01, 0.00, 0.00, 0.00, 0.00, 0.13, 0.00, 0.00, 0.00, 0.00, 0.00, 0.00, 0.00, 0.00, 0.00, 0.00, 0.00, 0.00, 0.00, 0.00, 0.00, 0.00, 0.00, 0.00, 0.00, 0.00, 0.12, 0.00, 0.04, 0.00, 0.01, 0.00, 0.00, 0.01, 0.00, 0.04, 0.11, 0.00, 0.00, 0.00, 0.00, 0.00, 0.00, 0.00, 0.00],
  "total_charge": 1,
  "orbital_gap_ev": [6.3, 7.6],
  "spin_multiplicity": 6,
  "e_homo_ev": [-8.141, -10.120],
  "s2": 8.78
}


[7]
{
  "formula": "C4H3N3O",
  "method": "ωB97M-V/def2-TZVPD",
  "elements": ["H", "N", "C", "N", "C", "C", "N", "C", "O", "H", "H"],
  "coordinates": [[2.406, 0.557, -0.141], [1.728, 1.323, -0.048], [0.580, 0.740, -0.034], [-0.538, 1.497, 0.100], [-1.622, 0.810, -0.024], [-1.733, -0.660, 0.031], [-0.677, -1.438, -0.113], [0.517, -0.821, -0.045], [1.609, -1.347, 0.111], [-2.597, 1.271, -0.069], [-2.719, -1.138, 0.183]],
  "lowdin_charge": [0.06, 0.21, -0.36, 0.14, -0.09, -0.02, 0.14, -0.41, 0.10, 0.10, 0.12],
  "total_charge": 0,
  "orbital_gap_ev": 7.5,
  "e_homo_ev": -9.901,
  "smiles": "[H]/N=C1/N=CC=NC1=O"
}


[8]
{
  "formula": "C4H9N4Si",
  "method": "ωB97M-V/def2-TZVPD",
  "elements": ["C", "C", "C", "C", "N", "N", "N", "N", "Si", "H", "H", "H", "H", "H", "H", "H", "H", "H"],
  "coordinates": [[1.642, 0.114, 0.070], [-0.957, -0.804, -1.575], [-1.275, 1.842, -0.017], [-0.783, -0.750, 1.465], [2.296, -1.192, 0.138], [2.571, 1.030, 0.018], [3.560, -0.894, 0.098], [3.747, 0.379, -0.003], [-0.194, 0.167, -0.087], [-0.672, -1.902, -1.706], [-2.101, -0.914, -1.297], [-0.788, -0.294, -2.529], [-1.697, 2.155, -0.938], [-1.973, 1.498, 0.661], [-0.493, 2.442, 0.296], [-0.396, -1.803, 1.373], [-0.479, -0.428, 2.434], [-2.007, -0.646, 1.599]],
  "lowdin_charge": [-0.50, -0.23, -0.15, -0.24, -0.08, -0.09, -0.20, -0.17, 0.55, 0.03, 0.05, 0.00, 0.00, -0.03, -0.02, 0.03, -0.01, 0.07],
  "total_charge": -1,
  "orbital_gap_ev": 8.4,
  "e_homo_ev": -4.741
}


Computed E_tot (a.u.) in order:
-422.19335, -623.33574, -476.34870, -398.99255, -288.67737, -5340.24762, -393.66638, -666.33874
Computed energy above the lowest of the compared OMol25 structures with the same formula, charge and spin (kcal/mol) in order:
39.7, 127.5, 59.9, 28.3, 23.8, 0.0, 33.3, 16.9